Entry 1:
An isolated molecule of C3H6FNS2. Source: the OMol25 dataset; level of theory: wB97M-V/def2-TZVPD.

The geometry in XYZ format:
```
13
Properties=species:S:1:pos:R:3:forces:R:3:mulliken_charge:R:1
N -0.5756 1.4965 -0.5844 -2.068 -0.407 -2.995 -0.6081
C 0.0384 0.3685 0.0081 2.044 1.793 1.000 -0.3366
C 1.0452 -0.3860 -0.8177 2.101 2.698 2.924 -0.4341
F 1.7586 -1.0970 0.1984 0.044 -0.264 -1.223 -0.2828
C -0.9319 -0.5277 0.6269 -2.850 -0.692 -3.605 0.2397
S -2.3636 -1.0686 -0.1577 1.705 0.919 0.841 -0.1846
S -0.5439 -1.1657 2.0188 -0.265 -2.549 4.274 -0.1801
H -0.7276 1.1144 -1.6848 -0.971 1.969 3.915 0.3331
H -1.4512 1.6415 0.0916 1.755 -0.090 -3.173 0.3395
H 0.7784 0.8512 0.7025 -0.960 -0.784 0.572 0.2704
H 0.5889 -1.0404 -1.4541 -0.621 -1.797 -2.136 0.4050
H 1.7612 0.4200 -1.1565 -0.786 -1.312 -0.550 0.3079
H 0.6232 -0.6066 2.2087 0.871 0.515 0.157 0.1307
```
Forces are in eV/Å.

Properties
Spin multiplicity: 1
Kohn-Sham gap: 8.297 eV
Energy above the lowest of the compared OMol25 structures with the same formula, charge and spin: 41.35 kcal per mole
SMILES: N[C@H](CF)C(=S)S

=====

Entry 2:
A structure of composition C17H20MoN5O6S3Te. Source: the OMol25 dataset; level of theory: wB97M-V/def2-TZVPD.

The geometry in XYZ format:
```
53
Properties=species:S:1:pos:R:3:forces:R:3:mulliken_charge:R:1
Mo -1.4904 -0.4764 0.9495 -0.043 -0.143 -0.428 0.0874
C -4.1123 1.8224 4.0093 -0.040 -0.126 -0.066 -1.5812
C -3.6763 0.8737 2.9210 0.274 0.175 -0.072 0.7868
S -2.3351 1.4369 1.9421 0.056 -0.386 -0.163 -0.3497
C -4.2518 -0.3153 2.6655 0.070 -0.231 -0.167 0.6965
C -5.4090 -0.8800 3.4398 0.069 0.071 -0.044 -1.3898
S -3.6852 -1.3057 1.3419 0.099 0.230 0.137 -0.2329
H -3.6095 2.7790 3.8790 -0.052 0.041 0.072 0.4341
H -3.8499 1.4282 4.9937 0.015 0.054 0.018 0.2887
H -5.1909 1.9904 3.9913 0.006 0.028 0.001 0.3571
H -5.9350 -0.1087 4.0020 -0.020 -0.023 -0.001 0.3453
H -5.0513 -1.6357 4.1428 -0.045 -0.008 0.018 0.2555
H -6.1084 -1.3672 2.7592 -0.046 -0.003 0.038 0.3560
C -1.8501 -2.4592 -4.1804 0.194 -0.130 0.090 -0.7337
O -2.2957 -1.5461 -3.1643 0.044 0.076 -0.128 -0.3419
C -1.7454 -1.5491 -1.9687 -0.098 0.021 0.215 0.8021
O -2.2451 -0.8152 -1.1104 -0.112 0.064 0.187 -0.6160
N -0.7253 -2.3871 -1.7027 0.575 -0.074 -0.489 -0.2329
N -0.2102 -2.2655 -0.3941 0.050 0.284 0.226 -0.3035
H -2.4805 -2.2508 -5.0393 0.060 -0.002 0.021 0.2517
H -1.9909 -3.4912 -3.8529 -0.046 0.064 0.029 0.3401
H -0.7998 -2.2987 -4.4276 0.041 0.103 -0.026 0.2971
H -0.0353 -2.5688 -2.4518 -0.050 0.107 0.307 0.2925
H 0.7379 -1.8428 -0.3917 -0.242 0.017 -0.125 -0.3051
H -0.0956 -3.1957 -0.0092 -0.145 -0.034 0.111 0.3603
S 2.8804 -1.6719 0.4500 0.236 -0.111 0.091 -0.3688
C 3.1399 -0.3804 1.4661 -0.519 -0.235 -0.499 0.4342
N 2.2171 0.6491 1.4817 0.274 0.125 0.184 0.3962
C 2.3919 1.7670 2.1983 -0.021 -0.083 0.019 0.0621
C 3.4944 1.8872 2.9908 0.053 0.198 0.111 -0.7444
C 4.3808 0.7954 2.9987 -0.143 -0.270 -0.336 0.0256
N 4.2231 -0.2852 2.2732 0.343 0.274 0.412 -0.5847
H 1.3807 0.5396 0.8966 0.137 -0.092 0.000 -0.2214
H 1.6238 2.5237 2.1082 -0.044 -0.028 -0.026 0.4855
H 3.6771 2.7709 3.5813 -0.043 0.008 -0.006 0.3719
H 5.2698 0.8109 3.6216 -0.011 0.063 0.054 0.3859
Te -0.4529 -1.5162 2.9511 -0.020 0.154 -0.376 -0.3501
O -0.3319 2.7539 -0.5551 0.090 -0.184 -0.012 -0.6561
C 0.1995 1.6865 -0.7861 0.163 0.667 -0.109 0.0317
O -0.1003 0.5597 -0.1644 -0.341 -0.383 0.494 0.7495
C 1.3514 1.5131 -1.7390 -0.006 -0.296 -0.041 0.4972
C 2.3006 2.5127 -1.9467 -0.149 0.226 0.131 -1.0955
C 3.3893 2.2461 -2.7740 0.010 -0.014 0.074 -0.3686
C 3.5467 1.0216 -3.3948 0.053 -0.007 -0.076 -0.6447
C 2.5910 0.0111 -3.1910 0.020 -0.154 -0.052 -0.3847
C 1.4996 0.2849 -2.3596 -0.078 0.073 0.012 0.0571
N 2.7356 -1.2427 -3.7694 -0.322 -0.146 0.076 0.7396
O 3.7138 -1.4715 -4.5405 -0.046 0.063 0.053 -0.7823
O 1.8447 -2.1623 -3.5173 -0.233 0.183 0.043 -0.8044
H 2.1800 3.4726 -1.4604 0.018 -0.003 -0.009 0.4474
H 4.1496 3.0054 -2.9147 -0.034 0.035 -0.040 0.3543
H 4.3930 0.8155 -4.0335 -0.008 -0.043 0.025 0.4624
H 0.7524 -0.4679 -2.2152 0.004 -0.198 0.045 0.6401
```
Forces are in eV/Å.

Properties
Spin multiplicity: 3
Kohn-Sham gap (spin up / spin down): 3.704 / 6.922 eV
Energy above the lowest of the compared OMol25 structures with the same formula, charge and spin: 11.53 kcal per mole
Net charge: -1
<S²>: 2.1976

=====

Entry 3:
A structure of composition C19H16InN3O2S3. Source: the OMol25 dataset; level of theory: wB97M-V/def2-TZVPD.

The geometry in XYZ format:
```
44
Properties=species:S:1:pos:R:3:forces:R:3:mulliken_charge:R:1
In 10.8904 14.4084 8.3599 -0.219 -0.376 -0.800 1.5341
O 9.5407 15.9457 7.5450 -0.831 -0.210 -0.589 -0.7442
C 8.4339 15.9240 6.8642 -0.025 -2.073 0.887 0.4191
C 7.9650 17.0763 6.2279 -0.376 -0.256 0.389 -0.8284
C 6.7204 17.1200 5.6777 -1.297 -0.158 -0.948 -0.2481
C 5.9275 15.9833 5.4814 1.039 -0.467 0.593 -0.6876
C 6.3935 14.7860 5.9937 -0.338 0.174 0.033 -0.5705
C 7.5427 14.7365 6.7607 1.700 0.923 0.158 0.7273
C 7.8524 13.4659 7.3614 -0.034 -2.788 1.016 -0.5119
N 8.8912 13.1043 8.0285 1.064 1.149 -0.123 0.5061
N 9.0237 11.8163 8.5545 -1.929 0.692 -0.327 -1.0129
C 10.2643 11.5012 8.7332 1.220 0.330 -0.300 0.5441
O 11.2847 12.1828 8.3606 -0.123 -0.106 0.576 -0.8380
C 10.5127 10.1552 9.3522 -0.533 0.072 -0.545 0.3162
C 11.6833 9.4902 9.0380 0.772 -0.330 -0.251 -0.3807
C 11.9322 8.1991 9.5126 -2.118 0.149 1.312 -0.4896
C 10.9958 7.5423 10.3919 0.445 1.353 -0.657 -0.3752
C 9.8110 8.2537 10.7116 0.834 -0.273 0.221 -0.4612
C 9.5737 9.5325 10.1503 -0.619 -0.530 2.166 -0.2982
H 8.5752 17.9317 6.2967 0.592 0.991 0.104 0.4616
H 6.2692 18.0393 5.3352 0.348 0.426 -0.167 0.3214
H 5.0209 15.9687 4.9391 -0.847 0.401 -0.481 0.4100
H 5.8422 13.8601 5.8255 0.014 0.158 0.143 0.2945
H 7.1096 12.6108 7.2859 0.351 1.084 -0.293 0.1493
H 12.4058 10.0619 8.4300 -0.331 -0.568 0.314 0.3841
H 12.8391 7.7194 9.2870 1.081 -0.560 -0.321 0.4111
H 11.2854 6.5858 10.8836 -0.467 0.773 -0.531 0.3074
H 9.1560 7.8598 11.5245 0.366 0.351 -0.937 0.2755
H 8.7432 10.1110 10.6154 0.500 -0.422 -1.020 0.2860
C 11.5505 16.4661 12.5437 0.028 0.239 -0.045 -1.3136
C 11.6898 15.9081 11.1471 0.160 0.390 0.144 0.5431
S 10.6631 14.5074 10.8489 -0.035 -0.058 0.143 -0.5422
C 12.4793 16.5422 10.2587 -0.863 -0.933 0.869 0.7025
C 13.2183 17.7780 10.6249 0.891 1.076 -0.491 -1.6301
S 12.7773 15.9720 8.6556 0.280 -0.116 -1.002 -0.5200
H 12.3077 17.2690 12.7534 -1.044 -0.641 -0.080 0.2930
H 11.6710 15.6707 13.2808 0.105 -0.071 0.074 0.2837
H 10.5026 16.7959 12.6409 0.387 0.361 0.273 0.2203
H 12.5976 18.7153 10.7050 0.433 -0.935 0.226 0.2396
H 13.8840 17.9368 9.7759 0.151 0.416 0.058 0.3933
H 13.8975 17.6451 11.4857 -0.485 0.233 -0.063 0.3716
S 12.9663 13.3481 3.7844 0.529 -0.220 -0.598 -0.5638
C 12.3043 13.7281 5.2218 -0.193 -0.044 -0.618 0.1879
N 11.7296 14.0137 6.1814 -0.586 0.395 1.491 -0.5669
```
Forces are in eV/Å.

Properties
Spin multiplicity: 1
Kohn-Sham gap: 5.850 eV
Energy above the lowest of the compared OMol25 structures with the same formula, charge and spin: 16.40 kcal per mole
Net charge: -2

=====

Entry 4:
The ion C6H10NO3 with charge -1. Source: the OMol25 dataset; level of theory: wB97M-V/def2-TZVPD.

The geometry in XYZ format:
```
20
Properties=species:S:1:pos:R:3:forces:R:3:mulliken_charge:R:1
C -0.8097 -1.4463 1.4099 -0.716 1.487 -1.176 -1.8394
C -0.4566 -0.5361 0.2189 0.859 1.983 -0.369 1.4963
C -0.3764 -1.3005 -1.0831 -0.865 2.316 -0.316 -1.8105
O -1.5224 0.4728 -0.0065 -0.120 -0.831 1.103 -0.4743
C -1.0289 1.7888 -0.1277 0.574 -0.156 0.671 -0.2816
C 0.4549 1.6775 -0.0953 2.575 0.898 -0.731 -0.6603
N 0.8144 0.3743 0.4330 -1.999 -1.223 0.030 -0.1385
C 2.1197 -0.1161 -0.0802 -1.334 1.019 -0.348 0.5545
O 2.2596 -1.3274 -0.1212 0.417 -1.801 0.512 -0.7041
O 2.8441 0.7966 -0.4798 0.975 0.661 -0.013 -0.7437
H -1.2125 -0.8630 2.2008 -1.135 0.678 0.467 0.4211
H -0.0018 -1.8335 1.9037 2.810 -1.023 0.526 0.4536
H -1.4090 -2.3019 1.1550 -0.705 -0.064 -0.316 0.3083
H 0.3560 -1.9915 -0.9516 2.239 -2.120 0.023 0.5048
H -0.0618 -0.5800 -1.8707 -0.340 -0.612 0.291 0.3365
H -1.2993 -1.7967 -1.3207 -0.666 0.031 -0.147 0.4600
H -1.3621 2.5147 0.6598 -0.400 -0.798 -0.614 0.2432
H -1.2102 2.1012 -1.1350 -1.045 0.796 -0.418 0.2677
H 0.8987 1.8588 -1.1110 -0.481 -0.719 0.330 0.2395
H 1.0032 2.5084 0.4015 -0.645 -0.524 0.493 0.3668
```
Forces are in eV/Å.

Properties
Spin multiplicity: 1
Kohn-Sham gap: 8.029 eV
Energy above the lowest of the compared OMol25 structures with the same formula, charge and spin: 0.00 kcal per mole
Net charge: -1
SMILES: CC1(C)OCCN1C(=O)[O-]

=====

Calculated molar mass, 139.2; 710.1; 529.4; 144.2 u (same order as the records).